DFT (ωB97M-V with the def2-TZVPD basis set) results for C17H39OP3SeTl as an isolated structure.

Computed properties:
- LUMO energy (eV) = -8.74
- net charge = +3
- DFT total energy (eV) = -118189.792
- frontier orbital gap (eV) = 7.1462
- HOMO energy (eV) = -15.9

Last column: Löwdin charge in e.
Cartesian coordinates (Å):
Tl (-1.796, -4.028, -2.856)  1.05
P (2.765, -0.287, 1.694)  0.85
P (-0.677, 1.542, 2.608)  0.67
P (0.069, 2.170, -0.793)  0.65
H (-1.715, -5.585, -5.218)  0.09
C (-1.095, -4.675, -5.219)  -0.15
C (0.083, -4.587, -4.507)  -0.15
H (0.523, -5.447, -3.987)  0.09
C (2.654, -1.811, 2.621)  -0.19
C (3.140, 1.096, 2.777)  -0.19
C (3.932, -0.372, 0.334)  -0.19
C (-2.502, 1.500, 2.424)  -0.28
C (-0.449, 0.354, 3.973)  -0.27
C (-0.455, 3.161, 3.466)  -0.27
C (0.787, 1.792, -2.380)  -0.21
C (1.252, 3.086, 0.199)  -0.21
C (-1.517, 2.995, -0.889)  -0.19
H (-1.395, -3.901, -5.926)  0.08
H (0.692, -3.681, -4.519)  0.07
H (2.129, -2.569, 2.026)  0.07
H (2.098, -1.650, 3.553)  0.06
H (3.668, -2.161, 2.856)  0.08
H (2.598, 0.999, 3.728)  0.06
H (2.866, 2.052, 2.310)  0.04
H (4.223, 1.088, 2.973)  0.08
H (3.815, -1.333, -0.192)  0.07
H (4.958, -0.283, 0.723)  0.08
H (3.741, 0.450, -0.376)  0.05
H (-2.950, 1.721, 3.403)  0.06
H (-2.821, 0.504, 2.086)  0.03
H (-2.838, 2.245, 1.690)  0.03
H (-1.127, 0.652, 4.783)  0.07
H (0.585, 0.394, 4.337)  0.02
H (-0.686, -0.679, 3.654)  0.01
H (-1.100, 3.185, 4.356)  0.06
H (-0.731, 3.991, 2.798)  0.05
H (0.593, 3.284, 3.773)  0.05
H (1.094, 2.728, -2.864)  0.09
H (0.067, 1.277, -3.024)  0.06
H (1.667, 1.146, -2.256)  0.07
H (1.452, 4.040, -0.318)  0.09
H (2.204, 2.541, 0.286)  0.04
H (0.869, 3.315, 1.208)  0.02
H (-1.437, 3.801, -1.632)  0.08
H (-1.802, 3.432, 0.079)  0.06
H (-2.302, 2.296, -1.209)  0.06
C (-1.301, -0.652, -1.652)  -0.46
C (-0.552, -1.148, -2.717)  -0.20
C (-1.193, -1.472, -3.924)  -0.19
C (-2.590, -1.369, -4.009)  -0.13
C (-3.339, -0.916, -2.918)  -0.05
C (-2.685, -0.573, -1.733)  -0.12
Se (-0.449, 0.148, 0.070)  0.79
H (1.476, -0.030, 1.092)  -0.12
H (0.531, -1.250, -2.621)  0.11
H (-0.616, -1.799, -4.794)  0.11
H (-3.098, -1.641, -4.941)  0.13
H (-4.427, -0.804, -2.990)  0.14
H (-3.252, -0.188, -0.886)  0.11
O (-1.004, -2.436, 2.940)  -0.09
H (-0.663, -3.078, 3.587)  0.07
H (-1.968, -2.578, 2.942)  0.07